(1)
{
  "formula": "C24H56GeN3O7PS2Si3Ti",
  "method": "ωB97M-V/def2-TZVPD",
  "species": ["Ti", "N", "C", "C", "O", "N", "C", "C", "O", "O", "H", "H", "H", "H", "H", "H", "C", "Si", "C", "C", "Ge", "Si", "C", "C", "C", "Si", "C", "C", "C", "H", "H", "H", "H", "H", "H", "H", "H", "H", "H", "H", "H", "H", "H", "H", "H", "H", "H", "H", "H", "H", "H", "H", "H", "H", "H", "H", "O", "C", "O", "C", "N", "C", "C", "C", "H", "H", "H", "H", "H", "H", "H", "H", "H", "C", "C", "C", "O", "P", "S", "S", "O", "C", "C", "C", "H", "H", "H", "H", "H", "H", "H", "H", "H", "H", "H", "H", "H", "H"],
  "xyz": [[1.536773, 1.781294, 0.173125], [3.267082, 2.465621, 1.392827], [2.927572, 3.569679, 2.305000], [1.680099, 4.296416, 1.811030], [1.453231, 5.440871, 2.195593], [0.946351, 3.553819, 0.967892], [-0.070397, 4.225998, 0.179231], [0.080849, 3.754459, -1.268138], [-0.506872, 4.275221, -2.189095], [0.902362, 2.730851, -1.388987], [3.741994, 1.700279, 1.855908], [3.893024, 2.764937, 0.641487], [3.730584, 4.301503, 2.395149], [2.726489, 3.169930, 3.299642], [0.021669, 5.310851, 0.235715], [-1.080274, 3.958404, 0.505870], [-3.595779, -0.833947, 1.084698], [-2.362556, -1.724254, 2.176324], [-1.719214, -3.210292, 1.222802], [-3.215885, -2.297544, 3.754546], [-0.495070, -0.272899, 2.514982], [-1.156817, 1.429671, 4.042220], [-1.391127, 0.465138, 5.648761], [-2.808142, 2.166623, 3.535935], [0.067304, 2.787426, 4.444426], [1.338505, -1.539057, 3.363521], [0.727636, -2.765116, 4.655518], [2.150989, -2.437345, 1.931966], [2.625557, -0.420426, 4.169657], [-4.450846, -1.485505, 0.877219], [-3.114965, -0.578306, 0.138564], [-3.969926, 0.088330, 1.533760], [-2.527380, -3.896411, 0.953615], [-0.973137, -3.771830, 1.790627], [-1.253741, -2.858071, 0.297651], [-4.015123, -3.006102, 3.521193], [-3.662676, -1.454800, 4.287802], [-2.515989, -2.788264, 4.435585], [-1.990216, -0.436256, 5.516053], [-1.867460, 1.086127, 6.412513], [-0.416759, 0.153386, 6.037273], [-3.550680, 1.375274, 3.410701], [-2.755157, 2.726907, 2.601949], [-3.166301, 2.842325, 4.318660], [1.049793, 2.344346, 4.624185], [-0.239089, 3.294504, 5.364106], [0.169257, 3.537861, 3.661558], [-0.023043, -3.430321, 4.221898], [0.260666, -2.248338, 5.497487], [1.541563, -3.382524, 5.045017], [1.423540, -3.042286, 1.385925], [2.964942, -3.086643, 2.266976], [2.553358, -1.699173, 1.233274], [2.184206, 0.213292, 4.941011], [3.066136, 0.230442, 3.409986], [3.436530, -0.994654, 4.625958], [3.686366, 1.852003, -1.554671], [3.281113, 0.697796, -1.408085], [3.058737, 0.148457, -0.267572], [2.907578, -0.129276, -2.638956], [2.396258, -1.460964, -2.201005], [3.476675, -2.445202, -2.412307], [4.088489, -1.961740, -3.719232], [4.096025, -0.433663, -3.569392], [2.094757, 0.399628, -3.137912], [1.560683, -1.786602, -2.837030], [2.094039, -1.383700, -1.227647], [3.037686, -3.439876, -2.473178], [4.174445, -2.396052, -1.575068], [3.427345, -2.255354, -4.536018], [5.077794, -2.381060, -3.896673], [3.990892, 0.076603, -4.523457], [5.020601, -0.082575, -3.109325], [-3.038999, -2.967862, -3.915964], [-3.203706, -2.043874, -2.721600], [-4.251174, -0.970041, -2.981806], [-1.983245, -1.434126, -2.273241], [-0.734229, -0.791417, -3.104377], [0.227594, -2.355049, -4.106449], [-0.110686, 0.091355, 0.344335], [-1.604411, -0.024615, -4.292782], [-0.836261, 0.874097, -5.106601], [-1.274905, 2.295668, -4.813525], [-1.020549, 0.462894, -6.554373], [-4.004829, -3.432554, -4.132504], [-2.302211, -3.744396, -3.719370], [-2.711983, -2.410093, -4.793015], [-3.517730, -2.643562, -1.860200], [-3.965099, -0.376189, -3.848432], [-4.341318, -0.306269, -2.122205], [-5.224714, -1.431053, -3.169720], [0.225862, 0.771797, -4.847886], [-2.340988, 2.407239, -5.027434], [-0.719723, 3.005240, -5.430964], [-1.097512, 2.545599, -3.766790], [-2.076341, 0.529688, -6.828276], [-0.688373, -0.566771, -6.689054], [-0.447403, 1.114405, -7.218396]],
  "forces_ev_per_angstrom": [[0.451, -0.192, -0.170], [0.126, 0.017, -0.002], [0.065, -0.014, -0.010], [-0.095, -0.018, 0.035], [0.036, -0.014, 0.008], [-0.058, 0.103, -0.059], [0.023, 0.004, 0.015], [0.076, -0.099, 0.038], [-0.031, 0.061, 0.071], [-0.135, 0.019, -0.181], [0.021, -0.027, 0.011], [-0.139, -0.070, 0.062], [0.001, 0.000, 0.023], [-0.004, -0.008, -0.018], [-0.013, 0.006, -0.020], [-0.020, 0.021, 0.002], [-0.063, -0.011, 0.013], [0.044, -0.043, -0.145], [0.020, 0.008, 0.000], [0.031, 0.030, 0.088], [0.032, -0.135, 0.110], [-0.119, 0.039, -0.066], [0.078, -0.041, 0.020], [-0.036, -0.017, 0.119], [0.089, -0.031, -0.008], [-0.033, 0.013, -0.006], [-0.028, -0.028, 0.005], [0.006, 0.002, -0.017], [0.027, -0.006, -0.031], [0.005, 0.022, -0.028], [0.012, -0.005, -0.044], [-0.001, -0.024, 0.003], [-0.012, 0.016, 0.013], [-0.009, -0.012, 0.009], [-0.012, -0.014, -0.003], [0.005, -0.004, -0.019], [-0.021, -0.017, -0.011], [-0.016, -0.008, -0.004], [-0.040, 0.004, -0.003], [-0.007, 0.011, -0.012], [-0.009, 0.015, 0.015], [-0.012, 0.019, 0.003], [0.068, -0.015, -0.030], [-0.010, 0.015, -0.028], [0.028, 0.042, 0.042], [-0.011, 0.004, -0.013], [-0.061, -0.015, -0.015], [0.011, -0.018, 0.004], [0.005, 0.000, -0.002], [0.012, 0.008, -0.005], [-0.009, -0.010, 0.014], [-0.003, 0.003, 0.016], [0.013, -0.013, 0.003], [-0.008, 0.006, 0.019], [0.006, 0.033, 0.024], [-0.003, -0.015, -0.019], [0.078, 0.117, -0.012], [0.048, -0.199, 0.112], [-0.334, 0.314, -0.111], [0.025, -0.036, 0.096], [-0.100, 0.056, -0.142], [0.039, -0.051, 0.002], [-0.003, 0.014, 0.007], [0.013, -0.008, 0.015], [-0.006, -0.044, -0.015], [0.100, 0.093, 0.000], [-0.051, 0.013, 0.115], [0.003, -0.004, 0.011], [0.018, 0.022, -0.009], [0.013, 0.009, -0.008], [0.005, 0.011, 0.001], [-0.005, -0.005, -0.010], [0.010, -0.011, -0.001], [0.007, -0.005, 0.001], [-0.018, 0.051, -0.020], [0.004, -0.018, -0.003], [-0.059, -0.003, -0.023], [0.039, -0.207, -0.027], [-0.022, 0.135, 0.037], [-0.031, 0.204, 0.187], [0.044, -0.028, -0.009], [-0.088, 0.051, -0.016], [-0.014, -0.081, 0.045], [0.010, -0.030, -0.014], [-0.010, 0.001, 0.004], [-0.013, 0.015, -0.002], [-0.004, -0.006, -0.007], [-0.015, 0.018, 0.003], [-0.008, 0.010, 0.003], [0.013, 0.008, 0.034], [0.017, -0.018, 0.013], [0.016, -0.018, 0.000], [0.001, -0.012, -0.011], [0.009, 0.010, 0.019], [-0.002, 0.037, -0.094], [0.005, 0.005, 0.007], [-0.002, -0.007, -0.008], [-0.004, 0.005, 0.011]],
  "mulliken_spin": [0.934, 0.003, 0.039, -0.010, 0.000, -0.018, 0.011, 0.014, -0.003, 0.011, -0.001, 0.003, -0.001, -0.007, 0.003, -0.006, 0.000, 0.004, 0.000, -0.001, 0.002, 0.003, 0.000, 0.000, 0.002, -0.001, 0.000, 0.000, 0.004, 0.000, 0.000, 0.000, 0.000, 0.000, 0.000, 0.000, 0.000, 0.000, 0.000, 0.000, 0.000, 0.000, 0.000, 0.000, -0.001, 0.000, 0.002, 0.000, 0.000, 0.000, 0.001, 0.000, 0.000, 0.001, 0.000, 0.000, 0.012, -0.018, -0.005, 0.013, 0.000, 0.000, 0.000, 0.001, 0.011, 0.000, 0.003, 0.000, 0.000, 0.000, 0.000, 0.000, 0.000, 0.000, 0.000, 0.000, 0.006, 0.004, 0.000, -0.019, 0.000, 0.001, 0.000, 0.000, 0.000, 0.000, 0.000, 0.000, 0.000, 0.000, 0.000, 0.000, 0.000, 0.000, 0.000, 0.000, 0.000, 0.000],
  "largest_force_ev_per_a": 0.52,
  "homo_energy_ev": [-4.57, -4.57],
  "spin_multiplicity": 2,
  "energy_ev": -178835.6442,
  "lumo_energy_ev": [2.15, 2.14],
  "e_above_lowest_ev": 0.629,
  "total_charge": -1
}

(2)
{
  "formula": "C24H56N2O6P",
  "method": "ωB97M-V/def2-TZVPD",
  "species": ["O", "P", "C", "C", "C", "C", "N", "N", "H", "H", "H", "H", "H", "H", "C", "C", "O", "C", "C", "H", "H", "H", "H", "H", "H", "H", "H", "H", "H", "C", "C", "O", "C", "C", "H", "H", "H", "H", "H", "H", "H", "H", "H", "H", "C", "C", "O", "C", "C", "H", "H", "H", "H", "H", "H", "H", "H", "H", "H", "C", "C", "O", "C", "C", "H", "H", "H", "H", "H", "H", "H", "H", "H", "H", "C", "C", "O", "C", "C", "H", "H", "H", "H", "H", "H", "H", "H", "H", "H"],
  "xyz": [[2.976188, 0.477802, 5.082050], [4.156329, -0.176617, 4.512063], [5.117374, -1.095201, 5.805207], [5.778731, -0.385803, 6.796291], [6.426947, -1.124532, 7.758984], [6.359935, -2.518792, 7.668920], [5.721477, -3.168722, 6.736403], [5.121262, -2.415831, 5.823367], [5.099628, 0.757398, 4.056525], [3.901065, -1.128087, 3.505436], [5.763547, 0.689832, 6.819078], [6.960992, -0.648848, 8.561880], [6.853055, -3.125525, 8.407551], [4.621837, -2.936484, 5.111420], [0.327380, -3.170586, 2.251397], [0.956774, -1.943478, 1.613972], [0.025466, -0.950988, 1.240149], [-0.760824, -0.408711, 2.289608], [0.067622, 0.260333, 3.369751], [-0.404158, -3.618703, 1.580986], [1.091458, -3.917908, 2.472803], [-0.183384, -2.933150, 3.185683], [1.463028, -2.232794, 0.693331], [1.727953, -1.513968, 2.274645], [-1.414527, -1.176526, 2.716836], [-1.410654, 0.325899, 1.815600], [0.730897, -0.444747, 3.871543], [-0.575960, 0.701881, 4.130234], [0.686877, 1.050211, 2.941336], [1.226684, 1.124504, -1.207991], [2.294579, 0.048069, -1.229749], [3.044645, 0.009762, -2.429867], [3.746751, 1.190862, -2.766624], [4.772314, 1.622705, -1.731781], [0.542017, 0.998038, -2.046426], [0.657371, 1.067597, -0.281518], [1.651454, 2.127122, -1.280851], [1.819125, -0.928792, -1.149451], [2.963405, 0.145540, -0.362488], [3.046780, 2.007652, -2.975976], [4.252664, 0.963099, -3.704408], [4.307907, 1.878058, -0.777712], [5.310013, 2.502849, -2.084720], [5.493698, 0.823113, -1.553797], [0.093393, 2.188181, -5.320429], [-1.076016, 2.619711, -4.450626], [-0.707836, 3.403877, -3.331928], [-0.070376, 4.634585, -3.618882], [-0.911967, 5.587757, -4.450928], [0.822850, 1.629882, -4.730697], [-0.259566, 1.550507, -6.131109], [0.606871, 3.039496, -5.769273], [-1.559917, 1.734175, -4.036671], [-1.830136, 3.139377, -5.049361], [0.901872, 4.462219, -4.095993], [0.132440, 5.082996, -2.645996], [-1.130481, 5.187679, -5.441657], [-0.384021, 6.532123, -4.584983], [-1.863056, 5.788871, -3.956196], [-2.739802, -5.674929, 4.968763], [-2.841786, -5.657966, 3.453004], [-1.631337, -5.970944, 2.787447], [-1.085968, -7.251209, 3.050644], [-1.998462, -8.405948, 2.676515], [-1.963969, -4.985945, 5.307021], [-3.689676, -5.372876, 5.409516], [-2.497973, -6.666411, 5.353300], [-3.098317, -4.652753, 3.117757], [-3.648091, -6.317115, 3.114590], [-0.778377, -7.328884, 4.100394], [-0.176039, -7.300030, 2.451877], [-2.918791, -8.408735, 3.261068], [-1.491094, -9.354298, 2.853781], [-2.271334, -8.349892, 1.622374], [-6.016276, 5.556631, -4.178436], [-6.117666, 5.552009, -5.694545], [-4.913247, 5.206620, -6.353034], [-4.392080, 3.924094, -6.066267], [-5.317305, 2.776452, -6.433761], [-5.227905, 6.235717, -3.851288], [-6.960679, 5.883512, -3.743047], [-5.792696, 4.566735, -3.778200], [-6.354708, 6.555943, -6.045622], [-6.936414, 4.902192, -6.023527], [-4.095660, 3.859356, -5.012261], [-3.476497, 3.849098, -6.654600], [-6.245728, 2.798039, -5.862314], [-4.826821, 1.823128, -6.233625], [-5.575075, 2.819438, -7.492479]],
  "forces_ev_per_angstrom": [[-0.175, -0.183, 0.332], [-0.626, 0.800, 0.007], [-0.326, 0.422, -0.915], [0.277, -0.409, 0.564], [-0.335, 0.338, -0.444], [0.348, 0.025, 0.516], [-0.427, -0.124, -0.646], [0.378, -0.066, 0.654], [0.341, -0.427, -0.234], [0.385, -0.113, 0.018], [-0.036, 0.203, -0.112], [0.139, 0.023, 0.186], [0.052, -0.273, 0.086], [-0.001, -0.214, -0.043], [-0.033, 0.087, 0.061], [-0.041, -0.115, 0.052], [0.081, 0.002, -0.129], [-0.050, 0.039, 0.101], [0.070, -0.024, -0.020], [0.008, -0.052, 0.001], [-0.002, -0.033, -0.041], [0.045, -0.018, 0.029], [-0.020, 0.053, -0.044], [-0.025, -0.012, 0.027], [0.038, -0.017, 0.022], [0.025, -0.016, -0.087], [-0.062, 0.001, 0.081], [-0.029, 0.012, -0.014], [-0.013, 0.022, 0.003], [0.054, 0.139, -0.048], [-0.119, 0.109, 0.082], [0.080, -0.199, -0.025], [-0.013, 0.110, -0.053], [-0.024, -0.075, 0.086], [-0.029, 0.017, 0.005], [-0.019, -0.076, 0.001], [-0.006, 0.002, 0.030], [0.040, -0.042, -0.087], [0.001, 0.046, 0.000], [0.000, 0.016, 0.051], [-0.017, -0.043, -0.017], [-0.021, 0.060, -0.023], [0.010, 0.000, -0.023], [0.013, 0.002, -0.019], [0.086, 0.093, 0.071], [-0.005, -0.106, -0.143], [0.000, -0.076, 0.194], [0.032, 0.111, -0.063], [-0.058, -0.074, -0.015], [-0.005, -0.029, -0.005], [-0.015, -0.026, 0.008], [-0.041, 0.001, -0.048], [-0.017, 0.030, 0.079], [0.037, 0.020, -0.038], [-0.021, -0.003, -0.047], [-0.009, -0.038, 0.036], [0.046, 0.025, -0.022], [0.008, 0.012, 0.016], [-0.002, 0.009, 0.007], [0.103, -0.060, -0.009], [-0.111, 0.013, 0.047], [0.112, 0.127, -0.065], [0.020, -0.110, 0.035], [-0.080, 0.063, -0.019], [-0.009, 0.021, 0.005], [-0.013, 0.026, -0.006], [-0.055, -0.015, -0.001], [0.027, 0.005, -0.048], [0.012, -0.032, 0.030], [-0.049, -0.013, 0.016], [0.008, 0.049, -0.019], [0.025, -0.031, 0.047], [0.023, -0.004, -0.007], [0.011, -0.007, -0.010], [0.096, -0.065, -0.003], [-0.109, 0.016, 0.060], [0.087, 0.081, -0.110], [0.023, -0.082, 0.062], [-0.083, 0.060, -0.013], [-0.006, 0.022, 0.003], [-0.012, 0.027, -0.008], [-0.055, -0.012, -0.001], [0.032, 0.006, -0.042], [0.013, -0.035, 0.032], [-0.049, -0.031, 0.014], [0.008, 0.072, -0.025], [0.023, -0.030, 0.050], [0.024, -0.001, -0.006], [0.013, -0.007, -0.010]],
  "lowdin_charge": [-0.371, 0.759, -0.263, 0.009, 0.050, -0.050, 0.145, 0.070, 0.044, 0.027, 0.137, 0.136, 0.136, 0.180, -0.073, -0.290, -0.163, -0.264, -0.082, 0.086, 0.076, 0.067, 0.109, 0.082, 0.109, 0.123, 0.042, 0.084, 0.081, -0.060, -0.281, -0.154, -0.282, -0.082, 0.079, 0.064, 0.071, 0.106, 0.102, 0.103, 0.120, 0.061, 0.077, 0.078, -0.066, -0.278, -0.167, -0.282, -0.070, 0.069, 0.079, 0.069, 0.120, 0.079, 0.106, 0.117, 0.067, 0.079, 0.079, -0.078, -0.279, -0.177, -0.284, -0.076, 0.075, 0.079, 0.067, 0.117, 0.110, 0.106, 0.116, 0.068, 0.078, 0.084, -0.078, -0.280, -0.157, -0.298, -0.072, 0.078, 0.077, 0.066, 0.119, 0.108, 0.100, 0.112, 0.067, 0.076, 0.083],
  "largest_force_ev_per_a": 1.06,
  "homo_energy_ev": -10.54,
  "energy_ev": -50339.7667,
  "lumo_energy_ev": -5.78,
  "total_charge": 1
}